10
Properties=species:S:1:pos:R:3:mulliken_charge:R:1 method="wB97M-V/def2-TZVPD" homo_lumo_gap_ev=10.37 molar_mass_da=84.08 spin_multiplicity=1 e_tot_ha=-301.46276 lumo_ev=0.43 homo_ha=-0.365 smiles="O=C1C=NCN1" fmax_ev_per_a=1.17 e_above_lowest_kj_mol=64.2 total_charge=0
O -0.742 2.174 0.447 -0.5848
C -0.506 1.038 0.110 0.4447
C -0.074 0.517 -1.239 -0.0676
N 0.462 -0.649 -1.162 -0.4513
C 0.419 -1.040 0.239 -0.3328
N -0.476 -0.099 0.886 -0.2040
H 1.435 -0.912 0.640 0.2766
H -0.150 1.068 -2.166 0.3870
H 0.144 -2.090 0.354 0.2788
H -0.513 -0.007 1.891 0.2535